(1)
41
Properties=species:S:1:pos:R:3 method="wB97M-V/def2-TZVPD" total_charge=+1
Pd 1.0632 0.3727 -0.0480
C 0.1560 2.7650 2.5440
C 1.3750 2.9242 1.7143
N 1.8150 2.0931 0.7963
C 3.0464 2.4740 0.2931
C 3.5133 3.6428 0.7978
S 2.4205 4.2554 1.9550
C 3.6848 1.5650 -0.6541
C 4.8714 1.7120 -1.2963
S 5.1514 0.3763 -2.3129
C 3.6723 -0.3270 -1.8353
N 3.0084 0.3961 -0.9574
C 3.2367 -1.6241 -2.4134
H -0.2298 1.7546 2.4530
H -0.6206 3.4657 2.2347
H 0.3976 2.9586 3.5887
H 4.4374 4.1452 0.5681
H 5.5701 2.5283 -1.2291
H 3.9100 -1.9400 -3.2069
H 2.2333 -1.5242 -2.8315
H 3.2306 -2.4034 -1.6494
S -5.3663 -0.7068 3.4175
C -3.8963 -0.4971 2.7546
S -3.5936 0.6718 1.4926
C -1.9150 0.2844 1.1957
C -1.4065 -0.6939 1.9729
S 0.1998 -1.3416 1.8634
S -2.5024 -1.4532 3.1284
S -1.1508 1.1509 -0.0831
Te 0.2645 -2.0187 -0.4291
C -1.7740 -2.1701 -0.9018
C -2.6080 -2.9083 -0.0736
C -3.9586 -2.9742 -0.3756
C -4.4485 -2.3430 -1.5104
C -3.5998 -1.6407 -2.3513
C -2.2503 -1.5345 -2.0459
H -2.2257 -3.4143 0.8038
H -4.6225 -3.5242 0.2757
H -5.5036 -2.3993 -1.7405
H -3.9898 -1.1545 -3.2350
H -1.5957 -0.9429 -2.6688

---

(2)
36
Properties=species:S:1:pos:R:3 method="wB97M-V/def2-TZVPD" smiles=c1ccc(CSc2nnc3ccc(-c4ccncc4)nn23)cc1
C 3.6964 1.9530 -0.4419
C 2.4673 1.6809 0.3645
C 1.2023 1.4208 -0.2289
C 1.0967 1.6689 -1.6514
C -0.2026 1.4135 -2.4062
S -0.1191 -0.1227 -3.5672
C 0.4755 -1.0064 -2.3551
N 1.6111 -2.0700 -2.5571
N 1.7844 -2.7103 -1.6311
C 1.1475 -2.3880 -0.5264
C 0.8192 -2.7306 0.8233
C -0.1252 -2.2859 1.4937
C -1.1374 -1.4521 0.8646
C -1.9384 -0.8110 1.6311
C -2.8123 -1.5661 2.5718
C -3.7323 -0.8647 3.2981
N -4.3823 0.2912 2.8048
C -3.6222 1.0950 2.1536
C -2.5303 0.7783 1.4137
N -0.7332 -0.9354 -0.2908
N 0.1245 -1.4120 -1.1376
C 2.1275 2.0955 -2.5430
C 3.5812 2.1698 -1.8937
H 4.6666 1.8783 -0.0729
H 2.7263 1.6776 1.3267
H 0.4713 1.4555 0.3237
H -0.5001 2.2791 -2.9376
H -0.8906 1.0734 -1.6127
H 1.4788 -3.6815 1.1604
H -0.4520 -2.6040 2.3568
H -2.6806 -2.5980 2.7005
H -4.4696 -1.3138 4.0374
H -3.7374 2.1985 2.0046
H -2.0113 1.0309 0.6319
H 2.0697 1.9757 -3.6512
H 4.5306 2.4164 -2.4563

---

(3)
39
Properties=species:S:1:pos:R:3 method="wB97M-V/def2-TZVPD" total_charge=-1
Bi 0.1379 -0.1137 0.6561
O -1.1469 1.6166 1.3672
C -1.4933 2.7371 0.8160
C -2.2818 3.6289 1.5952
C -2.6603 4.8636 1.1417
C -2.2797 5.3093 -0.1369
C -1.5347 4.4657 -0.9158
C -1.1433 3.1772 -0.4945
C -0.4533 2.4005 -1.5010
N -0.1024 1.1733 -1.4652
C 0.4772 0.5825 -2.6660
C 1.5029 -0.4994 -2.3145
N 0.8687 -1.4138 -1.3797
C 0.2797 -2.4587 -1.8095
C -0.6487 -3.2666 -1.0356
C -0.6537 -4.6534 -1.2484
C -1.4868 -5.4905 -0.5472
C -2.3778 -4.9194 0.3765
C -2.4426 -3.5612 0.5584
C -1.5968 -2.6646 -0.1495
O -1.7550 -1.3826 -0.0321
H -2.5493 3.2847 2.5867
H -3.2531 5.5090 1.7807
H -2.5666 6.2895 -0.4951
H -1.2280 4.7872 -1.9064
H -0.2546 2.9580 -2.4244
H -0.3276 0.0984 -3.2288
H 0.9353 1.3427 -3.3077
H 1.8225 -1.0004 -3.2351
H 2.3688 -0.0444 -1.8315
H 0.4738 -2.7769 -2.8443
H 0.0447 -5.0663 -1.9708
H -1.4523 -6.5618 -0.6947
H -3.0313 -5.5640 0.9542
H -3.1391 -3.1208 1.2607
Cl 0.8616 -1.5359 2.8299
S 2.4532 3.9355 1.7198
C 2.1601 2.4595 1.1327
N 1.9680 1.3889 0.6782

---

(4)
38
Properties=species:S:1:pos:R:3 method="wB97M-V/def2-TZVPD" total_charge=-1
C 2.0585 -2.3651 -0.2201
C 2.1268 -2.4127 -1.6629
C 0.7676 -2.4065 -2.1723
H 3.0082 -2.4318 -2.2436
C -0.1362 -2.3215 -1.0455
C 0.6664 -2.3057 0.1585
H 0.3041 -2.2060 1.1413
H 2.8759 -2.3077 0.4406
H 0.4886 -2.3729 -3.1899
H -1.1858 -2.2500 -1.0911
La 1.1202 -0.3229 -1.1668
Cl 1.9163 0.9407 0.6724
C 1.2692 2.5762 -5.8258
C 0.0384 1.9356 -6.1692
C 0.3491 0.7002 -6.8178
H -0.9425 2.3145 -5.9766
C 1.7723 0.5773 -6.8753
C 2.3409 1.7368 -6.2624
H 3.3844 1.9408 -6.1513
H 1.3707 3.5181 -5.3306
H -0.3585 -0.0070 -7.1953
H 2.3158 -0.2379 -7.3035
O 0.8121 -0.6106 2.4145
C -0.3180 -0.1467 2.0724
O -0.6715 0.0590 0.8217
C -1.1076 0.1737 3.3497
C -2.2117 1.0330 3.4531
C -2.7560 1.3370 4.7053
C -2.2262 0.7866 5.8906
C -1.1390 -0.0941 5.7982
C -0.6002 -0.3818 4.5569
N -2.7358 1.1005 7.1510
O -3.7018 1.9272 7.2838
O -2.2378 0.5956 8.2217
H -2.6199 1.4954 2.5491
H -3.5933 2.0285 4.7696
H -0.6966 -0.5406 6.6790
H 0.2531 -1.0553 4.5705

---

Calculated gap between HOMO and LUMO (Eh), listed in the same order as above: 0.2198 0.2404 0.2809 0.1419
Calculated calculated total energy (eV), listed in the same order as above: -107435.121 -36112.394 -55622.560 -40914.101